(1)
49
Properties=species:S:1:pos:R:3:mulliken_charge:R:1 method="wB97M-V/def2-TZVPD" homo_lumo_gap_ev=7.913 e_tot_ev=-221539.7955 e_lumo_ha=-0.096
S 0.0849 -13.1254 -17.8551 1.10
O -0.5597 -15.1221 -21.2473 -0.62
O 4.2437 -10.4492 -23.7481 -0.12
C 5.1289 -9.6291 -24.4667 -0.85
O 0.1002 -10.9769 -21.6606 0.18
S -1.2406 -12.6088 -24.1746 1.54
O -4.8306 -12.0312 -22.1747 -0.54
O 2.6275 -11.3189 -21.8654 0.39
V -1.3475 -9.9236 -17.7465 1.67
C 1.6739 -13.3843 -17.0323 0.57
O -0.1683 -13.0922 -23.2328 -0.43
O -1.0011 -11.0864 -24.2603 -0.61
H 5.5723 -10.1730 -25.3082 0.29
O -1.5028 -12.5164 -20.8572 -0.36
H 3.6490 -9.9015 -20.7344 0.34
O -2.5886 -8.9678 -17.5723 -0.62
V -3.4465 -12.6551 -21.7472 1.23
C 4.8715 -11.2822 -22.8166 -0.74
H 2.7236 -11.1120 -19.8063 0.28
H 4.5484 -8.7959 -24.8543 0.22
O -1.1896 -10.3582 -19.7291 0.07
F 1.4797 -13.2641 -15.7112 -0.18
V 1.1941 -10.9451 -23.5009 0.99
C 2.7349 -10.4972 -20.7126 -0.94
O -0.7628 -14.1249 -17.3761 -0.58
F 2.5597 -12.4661 -17.4359 -0.19
H 1.8840 -9.8262 -20.6698 0.17
H 4.1751 -12.4505 -21.1521 0.38
O 1.3948 -9.3715 -23.6694 -0.63
V -2.3867 -9.4999 -23.6873 1.25
F 2.1100 -14.6042 -17.3212 -0.18
H 3.5025 -13.0062 -22.6573 0.37
O -3.7915 -8.7808 -23.5233 -0.60
O 0.3942 -13.1904 -19.2798 -0.37
O 1.7929 -14.2242 -21.3716 -0.61
O -1.2693 -8.4665 -23.3219 -0.49
V 0.2796 -13.7904 -21.3435 1.12
O -0.0814 -9.0282 -17.5842 -0.52
O -2.3237 -10.5866 -21.8524 -0.72
O -3.6882 -14.1026 -21.1628 -0.58
H 5.4407 -10.7152 -22.0599 0.41
H 5.9278 -9.2580 -23.8158 0.34
S -1.1924 -11.0621 -20.9941 1.17
O -2.5861 -12.8979 -23.5734 -0.74
H 5.5940 -11.9452 -23.3131 0.44
O -0.2750 -11.7418 -17.4743 -0.57
C 3.7921 -12.1107 -22.1196 -0.72
O 1.8299 -11.7616 -24.6853 -0.41
O -1.1379 -13.1833 -25.4585 -0.60

=====

(2)
18
Properties=species:S:1:pos:R:3:mulliken_charge:R:1 method="wB97M-V/def2-TZVPD" charge=+2 homo_lumo_gap_ev="7.234 / 6.104" multiplicity=4 e_tot_ev=-20798.2192 e_lumo_ha="-0.379 / -0.453"
H -0.7621 1.0046 -0.3840 0.11
H -0.0079 -1.5792 4.3342 0.40
H 1.5337 -0.1006 -2.4710 0.32
S 0.7607 2.6014 -0.5140 0.07
C 1.1493 0.5860 1.5034 0.38
H -0.1642 0.6108 -3.0684 0.43
H 1.1556 0.5395 4.8871 0.45
H -0.5983 -2.1499 1.9878 0.46
H -0.0614 -1.1036 -2.5756 0.46
C 0.4313 -0.1014 -2.4736 -0.93
H -0.7421 0.1191 -0.6932 0.15
C 0.3291 -0.9110 3.5551 -0.50
C 1.3336 1.1302 2.7809 -0.49
Re 0.8533 0.5171 -0.5447 0.84
C 0.0258 -1.3141 2.2657 -0.14
N 0.4962 -0.6015 1.1910 -0.34
C 0.9759 0.2790 3.8444 -0.05
H 1.6722 2.1550 2.9547 0.39

=====

(3)
48
Properties=species:S:1:pos:R:3:mulliken_charge:R:1 method="wB97M-V/def2-TZVPD" homo_lumo_gap_ev=8.274 e_tot_ev=-54368.6123 smiles="Cc1noc(C)c1CSCC(=O)Nc1nc2ccc(Oc3ccccc3)cc2s1" e_lumo_ha=0.015
C 4.8103 -1.8688 0.1086 -0.68
H -4.0321 0.2873 1.6982 0.52
N 1.6014 1.9392 0.5855 -0.60
C 3.3994 -1.6121 -0.3561 0.54
H -7.4090 -2.1443 0.9745 0.36
H -1.9400 -0.4533 2.7921 0.45
H -9.2133 -0.5049 0.5913 0.38
C 5.0951 0.8440 0.8755 -1.02
C -3.1614 0.0494 1.1052 -0.03
H 4.9859 1.8525 -2.0540 0.37
C 3.7430 1.2921 0.4610 0.83
S 0.5819 -0.8740 -1.1840 -0.22
C -1.9991 -0.3568 1.7201 -0.91
H 5.2579 -2.6581 -0.4942 0.39
C -0.8793 -0.6344 0.9428 -0.33
C 1.1678 -1.1872 0.4382 0.24
C -7.9118 0.9322 -0.3191 -0.43
C 2.6066 1.5032 1.2968 0.44
H 2.7312 -1.6897 1.6171 0.31
S 5.8570 -0.4082 -0.2238 -0.11
C -0.9531 -0.4848 -0.4592 1.29
C -7.1885 -1.1942 0.5105 -0.59
C 2.4834 1.2978 2.7616 -1.47
C -8.2017 -0.2766 0.2920 -0.51
H 1.4501 1.0654 3.0029 0.32
O 2.0155 2.0255 -0.7014 -0.17
C -5.5974 0.3107 -0.4669 0.49
H 3.8417 0.5908 -2.5308 0.25
C -5.8891 -0.9105 0.1318 -0.14
C -6.6168 1.2295 -0.6979 -0.64
H 3.4212 2.2882 -2.7935 0.42
H -8.6979 1.6504 -0.4987 0.37
O -4.3491 0.6407 -0.9259 -0.45
H 2.7694 2.2069 3.2894 0.42
H -5.1022 -1.6341 0.2888 0.46
H 5.8071 1.6716 0.8411 0.42
H 4.8732 -2.1194 1.1674 0.34
C -3.2302 0.1774 -0.2877 0.24
N 2.4763 -1.5512 0.6494 0.02
C 3.9312 1.6000 -2.1254 -1.43
C 3.2947 1.6400 -0.7907 0.68
N 0.3396 -1.0402 1.4074 -0.67
C -2.1203 -0.0841 -1.0795 -1.09
H -6.3734 2.1652 -1.1763 0.41
O 3.0945 -1.4505 -1.5160 -0.60
H 5.0829 0.4387 1.8882 0.32
H 3.1280 0.4892 3.1001 0.36
H -2.1813 0.0363 -2.1486 0.46

=====

(4)
133
Properties=species:S:1:pos:R:3:mulliken_charge:R:1 method="wB97M-V/def2-TZVPD" homo_lumo_gap_ev=9.450 e_tot_ev=-64587.2639 smiles=COC[C@H](C)N.COC[C@H](C)N.COC[C@H](C)N.COC[C@H](C)N.COC[C@H](C)N.c1ccccc1.c1ccccc1.c1ccccc1.c1ccccc1 e_lumo_ha=0.023
C 2.6277 -1.2389 -3.9433 -0.47
H -4.8875 -3.5103 -11.7097 0.32
O 0.8520 4.2765 5.9697 -0.30
H 3.5818 -7.3113 0.0526 0.34
C 6.3213 -6.6376 9.8118 -0.35
C 0.2568 2.9767 6.2682 -0.80
C -8.9053 -5.7145 -0.7891 -0.82
H 10.0793 1.1681 6.0162 0.31
H -7.7338 3.3329 -1.1937 0.31
H -11.4484 -4.9635 -1.3642 0.29
N -6.9274 -4.3513 -0.2331 -0.70
O 3.4517 9.2685 -5.1574 -0.28
C -6.9320 2.9841 -0.5429 -1.11
H -9.2061 4.9985 3.1059 0.30
C -3.9061 -1.7857 -10.8833 -0.49
H 0.6080 2.6099 7.2326 0.32
H -7.5840 -5.3690 -3.2843 0.35
H -0.8043 3.0156 6.5144 0.33
C 4.9309 -6.6215 9.7836 -0.31
H 2.6398 5.6753 -2.4599 0.25
H -7.2568 4.2891 1.1150 0.16
H 3.2123 -7.0582 -2.6047 0.36
C 0.7296 5.3515 6.8132 -0.80
C 4.9893 -5.1184 7.9168 -0.33
H 1.3520 -6.8699 -2.5335 0.33
H 0.5124 6.9078 -4.1078 0.36
C 3.8057 -0.9119 -1.7808 -0.49
C -1.6134 -3.1026 -11.6397 -0.26
H 6.7498 -7.0240 10.7247 0.32
C -2.8112 -3.7508 -11.8192 -0.38
C 8.7897 2.1993 4.7211 -0.58
H 0.4146 2.1631 5.5601 0.26
C 7.0413 -5.9854 8.8124 -0.37
H -8.4261 -6.6600 -0.5352 0.37
H -6.5367 1.8252 1.9807 0.23
C 1.3325 -0.8471 -2.0211 -0.50
C 9.9739 4.4746 5.8001 -0.04
N -6.5390 2.8336 1.9237 -0.63
H 3.0185 6.8764 -4.6005 0.20
C 8.9468 4.6675 4.9092 -0.63
N 2.8107 -9.6357 -1.1816 -0.72
H -6.0159 -4.3601 -0.6680 0.27
C 3.7452 8.6166 -3.9127 -0.65
C 8.3478 3.5197 4.4244 -0.05
H 2.0384 7.0735 6.1925 0.22
H -6.4382 -6.1262 -2.2207 0.36
H 10.4911 5.2746 6.3088 0.30
H -10.7642 4.4784 2.6841 0.31
O -9.2536 2.9501 2.6605 -0.30
H 4.7874 8.3076 -3.9923 0.34
H -2.3578 -0.3314 -9.9978 0.34
H 1.3706 5.2267 7.6859 0.40
C -3.9359 -3.0601 -11.4685 -0.18
H 5.3164 10.0463 -5.6832 0.24
H 1.0789 8.2839 -5.0090 0.29
C -7.4992 3.2462 0.9110 0.30
H 2.5316 -10.1673 -1.9938 0.34
H -10.3027 -4.2971 -2.5703 0.28
C 4.2417 -5.8421 8.8722 -0.28
H -6.5649 3.1093 2.8950 0.23
H 0.6022 -0.9860 -4.0827 0.35
C 4.3123 10.3603 -5.3978 -0.69
H 3.4979 9.2585 -3.0672 0.38
C -9.8531 4.1233 3.1657 -0.73
H -6.9838 -5.0850 0.4587 0.25
H 6.9138 -4.6602 7.0981 0.35
C 2.5333 -0.7896 -1.2170 -0.21
C 1.2148 7.7406 -4.0738 -1.23
C 2.5408 -7.6299 0.1064 -1.40
H -0.7217 8.0711 6.3294 0.36
H 2.5171 -8.3709 0.9055 0.37
H 8.2729 1.4029 4.2062 0.36
H 4.7379 -0.8446 -1.2396 0.39
H -6.8456 1.8982 -0.5801 0.27
H 4.3550 10.8439 -4.4219 0.32
H 3.5043 -6.8660 -4.6429 0.29
C 2.7038 7.4603 -3.7356 0.35
H -10.0521 4.0081 4.2311 0.27
O 2.1977 -8.3776 -3.7446 -0.34
H 2.4699 -0.6758 -0.1448 0.35
H 4.7448 -1.1885 -3.6481 0.32
C 2.1375 -8.4024 -1.1752 0.24
C 1.4370 -0.9760 -3.3975 -0.29
H 8.1091 -5.8257 8.8387 0.33
H 1.0731 -8.6104 -1.0665 0.34
H 8.4404 5.5971 4.6952 0.34
H -9.4920 -5.4074 0.0767 0.41
C -7.8710 -4.6467 -1.2759 0.55
O -9.7174 -6.1828 -1.9140 -0.36
C 2.2281 -7.5182 -2.5158 -0.65
H 0.4452 -0.6434 -1.4401 0.36
H -8.3655 -3.6875 -1.4296 0.15
H 3.1667 -5.7552 8.9300 0.34
H 2.7563 -8.2143 -5.7487 0.28
C 10.3819 3.2307 6.2448 -0.52
C 2.7035 -7.5692 -4.8717 -0.73
N 3.1573 6.5172 -2.6683 -0.70
C -10.7777 -5.2013 -2.1898 -0.70
H -0.7397 -3.4884 -12.1440 0.31
H -11.4193 -5.6093 -2.9708 0.27
H 1.5115 6.4216 3.9692 0.26
H 4.3894 -4.5355 7.2337 0.32
H 7.4853 3.5521 3.7753 0.31
H -9.0161 1.7585 1.0414 0.29
H -0.5137 -1.4893 -10.9278 0.33
C 3.7827 -1.1845 -3.1574 -0.16
C -2.6202 -1.2651 -10.4731 -0.42
H 4.1864 -6.9154 10.5088 0.29
H 0.4028 7.7820 7.7377 0.34
H 3.9962 6.1053 -3.0512 0.25
H 3.7889 10.9472 -6.1527 0.23
H -0.0498 6.2786 4.4430 0.23
H -9.5971 3.2937 0.5390 0.36
C -8.9214 2.8235 1.2535 -0.58
H 2.8308 -1.2591 -5.0038 0.35
H 3.7222 -9.3074 -1.4672 0.27
C -1.5131 -1.8873 -11.0238 -0.25
H 1.8658 -6.9461 -5.1849 0.31
H -4.8039 -1.2595 -10.5943 0.34
H -3.0066 -4.7174 -12.2598 0.34
H -5.9869 3.4211 -0.8654 0.33
H -6.2540 -4.3816 -2.7845 0.44
H 1.8672 -6.8048 0.3378 0.36
N 0.8123 6.7794 4.6042 -0.62
C 9.7200 2.1366 5.7008 -0.17
C 6.3912 -5.1516 7.9054 -0.31
C 1.0237 6.7220 6.0058 0.45
C 0.2958 7.8560 6.6555 -1.42
C -6.9198 -5.1739 -2.4423 -1.42
H -0.2377 5.3876 7.3144 0.41
H 0.8875 8.4074 -3.2761 0.33
H 0.7581 8.7867 6.3268 0.36
H 11.0797 3.1436 7.0645 0.36

=====

(5)
13
Properties=species:S:1:pos:R:3:mulliken_charge:R:1 method="wB97M-V/def2-TZVPD" homo_lumo_gap_ev=9.695 e_tot_ev=-18162.0547 smiles="O=C1CC[C@H]2S[C@H]12" e_lumo_ha=0.020
H 0.7634 -0.2464 -1.5127 0.22
C -0.6725 -1.2143 0.0564 0.23
H 0.0685 2.0288 -0.7696 0.27
H -1.7731 0.4903 -0.7942 0.31
H 0.7910 -0.6544 1.5097 0.22
S 2.4800 -0.9327 -0.0660 -0.12
C -1.1075 0.3040 0.0707 -0.46
C 1.0720 0.0638 -0.5204 0.01
O -1.3494 -2.1374 -0.2767 -0.52
C 0.1718 1.1933 -0.0423 -0.63
H 0.4952 1.6056 0.9064 0.27
C 0.7764 -0.9936 0.4752 -0.13
H -1.7157 0.4932 0.9634 0.34

=====

(6)
56
Properties=species:S:1:pos:R:3:mulliken_charge:R:1 method="wB97M-V/def2-TZVPD" charge=+1 homo_lumo_gap_ev=6.425 e_tot_ev=-100729.1363 e_lumo_ha=-0.194
O 1.2273 0.5993 -2.3762 -0.56
N -1.5848 0.9597 3.4842 -0.47
H 2.2880 -1.8044 -1.4544 0.69
H -4.3771 2.9342 1.0748 0.50
H 3.1580 4.1327 -2.4125 0.30
Ag 1.1952 5.5390 0.2121 0.59
O -1.9555 3.0054 4.4987 -0.52
C 2.1919 -4.5558 -1.0001 1.26
Cl 2.4974 1.9102 0.5831 -0.14
H -0.6853 1.1733 3.0677 0.21
C -1.0876 2.7881 0.5896 0.43
O 0.6798 3.6164 3.1999 -0.31
C -2.1700 -0.7779 -1.4028 -1.13
F 5.0584 -3.5280 0.7223 -0.27
H -4.3146 2.9132 3.5171 0.43
C 1.5083 3.6660 -1.1468 -0.71
F 4.4522 -5.0505 -1.0600 -0.33
C -2.3268 2.1787 3.7057 0.28
H -3.4133 -3.8156 -2.1733 0.22
H 3.6462 3.9107 -0.7298 0.39
H -1.3648 0.5787 4.3993 0.34
C -1.8280 0.5015 -0.7010 1.00
C 1.2339 2.6382 -0.3299 -0.34
O -1.0525 -5.7437 -2.8141 -0.19
C -0.1408 2.1179 -0.1910 0.47
O -3.1994 -0.9179 -1.9986 -0.51
C -2.3971 2.3382 0.7195 0.72
H 2.8025 5.4021 -1.2354 0.46
C -1.3478 -3.1595 -1.1040 0.48
N -1.2433 -6.0875 -1.7327 0.20
C -3.6016 2.3385 2.9365 -0.46
H -3.1422 4.0749 1.6994 0.41
C 2.8754 4.3034 -1.3773 -0.74
F 3.0573 -2.7429 0.8771 -0.23
F 2.1421 -5.2063 0.1808 -0.33
H -4.0329 1.3488 2.8051 0.46
C -1.0803 -1.8083 -1.3222 0.33
C 1.2930 -2.2047 -1.3589 -0.87
C -2.7699 1.1809 0.0382 -0.87
C 0.2207 -1.3378 -1.4446 0.39
N -0.7022 4.0071 1.3325 -0.70
C -0.2474 -4.0208 -1.0124 0.27
F 2.0516 -5.4896 -1.9709 -0.32
F 3.8158 -3.4285 -2.3290 -0.26
S -2.9949 -3.7802 -0.8980 -0.20
C -0.0093 3.8065 2.3284 0.66
Cl 0.1796 4.3347 -2.1205 0.00
C -3.4216 3.0356 1.5776 -1.53
O -0.4289 -5.3461 -0.7454 -0.44
C -0.5241 0.9476 -0.8203 0.69
F 4.4922 -1.8513 -0.5006 -0.22
C 0.4125 0.1209 -1.6304 -0.22
C 3.6242 -3.9909 -1.1255 0.35
C 1.0612 -3.5461 -1.1407 -0.11
C 4.0536 -2.9993 0.0265 0.80
H -3.7741 0.7911 0.0832 0.65

=====

(7)
14
Properties=species:S:1:pos:R:3:mulliken_charge:R:1 method="wB97M-V/def2-TZVPD" homo_lumo_gap_ev=9.834 e_tot_ev=-9844.0381 smiles="[H]/N=C/OC(=C)OC" e_lumo_ha=0.037
C 1.2754 1.1683 -0.7642 0.11
N 0.6077 0.8980 -1.7821 -0.51
H -0.4836 -1.9222 1.7246 0.24
C -1.6932 0.0454 0.0314 -0.77
H 0.7568 1.5158 -2.5702 0.26
O 1.6855 0.1395 0.2262 -0.37
O -0.4622 0.5479 0.5456 -0.37
H -2.2739 0.9122 -0.2569 0.24
H 2.0006 1.9727 -0.6143 0.41
C 0.5645 -0.3692 0.7773 0.65
H -1.5171 -0.6042 -0.8274 0.37
H 1.3132 -2.2127 1.3750 0.28
H -2.2243 -0.5190 0.8151 0.31
C 0.4504 -1.5725 1.3199 -0.82

=====

no.,strongest force on any atom (eV/Å)
1,2.43
2,4.05
3,1.22
4,4.60
5,1.29
6,2.82
7,3.14